The following is a quantum chemistry calculation of a molecular structure, C20H21ClMoN2O6, from OMol25.

Output
Energy relative to the best compared isomer or geometry (same formula, charge and spin): 0.469 eV
Lowest unoccupied orbital energy: -1.0235 eV
2S+1: 1
Charge: 0
HOMO-LUMO gap: 7.070 eV

Atoms and positions in Å:
Mo 0.046394 -0.530706 -0.721714
O 2.204769 2.254027 3.512589
C 1.608297 3.198599 2.763536
C 1.619604 4.503729 3.258313
C 1.032636 5.524983 2.540891
C 0.420396 5.276710 1.315006
C 0.400674 3.989223 0.824605
C 0.982823 2.933571 1.533506
C 0.924021 1.579567 0.962706
O 0.265682 1.417556 -0.158513
N 1.529623 0.592984 1.560513
N 1.334099 -0.583715 0.823013
C 1.967012 -1.642798 1.228163
C 1.995792 -2.914408 0.577556
C 2.715917 -3.930631 1.245392
C 2.835670 -5.189601 0.719145
C 2.230003 -5.456783 -0.516859
C 1.531687 -4.492435 -1.198245
C 1.388974 -3.187958 -0.680382
O 0.724332 -2.318975 -1.397442
H 2.148856 1.401526 3.032479
H 2.103083 4.684675 4.208538
H 1.056339 6.532245 2.937656
H -0.027273 6.082853 0.750850
H -0.055652 3.772485 -0.131644
H 2.536897 -1.534998 2.147802
H 3.179717 -3.691296 2.194791
H 3.388958 -5.957341 1.240301
H 2.319751 -6.446363 -0.948371
H 1.074657 -4.693933 -2.157407
C -3.661302 -2.196077 -0.042813
C -3.024234 -0.984152 -0.699019
C -3.611102 0.319583 -0.189632
C -3.056798 -1.079554 -2.214388
O -1.625463 -0.993745 -0.293316
H -4.719325 -2.242925 -0.303978
H -3.573951 -2.135532 1.041388
H -3.178300 -3.112230 -0.381792
H -4.664420 0.381240 -0.466524
H -3.088130 1.174456 -0.620707
H -3.531013 0.380322 0.895196
H -4.091000 -1.106237 -2.560201
H -2.551728 -1.984062 -2.553198
H -2.570647 -0.215552 -2.674778
Cl -0.239622 3.771737 -3.333397
C -0.349391 2.028838 -3.065956
C 0.975347 1.398904 -2.688476
O 2.042768 1.927257 -2.717644
O 0.813552 0.091189 -2.362409
H -0.718660 1.555140 -3.974123
H -1.060317 1.848609 -2.261006

Atomic forces in eV per Å
Mo -0.013 -0.341 0.121
O -0.002 -0.034 -0.025
C 0.003 0.056 0.057
C -0.014 -0.045 -0.043
C 0.022 0.030 0.047
C -0.008 -0.016 -0.021
C -0.011 -0.011 -0.047
C -0.016 -0.087 0.009
C 0.076 0.270 0.109
O 0.035 -0.107 -0.028
N -0.092 -0.051 -0.140
N 0.242 -0.109 0.276
C -0.053 -0.051 -0.112
C -0.010 0.183 0.102
C -0.004 -0.139 -0.085
C -0.011 0.137 0.059
C -0.005 -0.086 -0.061
C 0.004 0.060 0.050
C 0.014 -0.167 -0.023
O 0.100 0.216 0.108
H -0.003 0.010 0.002
H 0.005 -0.005 0.005
H 0.000 -0.002 0.002
H -0.003 -0.003 -0.008
H 0.003 0.012 0.005
H 0.017 0.019 0.014
H 0.002 0.008 0.008
H 0.000 -0.006 0.001
H -0.005 0.008 -0.005
H 0.004 -0.017 -0.003
C -0.052 -0.002 -0.027
C 0.248 -0.058 0.092
C -0.069 0.015 -0.027
C -0.084 0.026 -0.062
O -0.461 0.056 0.043
H 0.003 -0.004 0.004
H 0.009 0.022 0.006
H 0.009 0.003 -0.014
H 0.001 0.016 0.012
H 0.007 -0.009 -0.022
H 0.002 -0.023 0.009
H 0.016 -0.007 -0.020
H 0.000 -0.025 0.014
H -0.001 0.002 0.053
Cl -0.010 0.012 -0.005
C -0.018 0.049 -0.014
C 0.115 -0.312 0.055
O -0.043 0.098 -0.052
O 0.022 0.387 -0.409
H 0.013 0.002 -0.011
H 0.016 0.021 -0.001